[1]
{"formula": "C45H34AsF5NO3PtS2", "method": "the ωB97M-V functional and the def2-TZVPD basis", "symbols": ["Pt", "S", "C", "C", "C", "C", "C", "C", "As", "C", "C", "C", "C", "C", "C", "C", "C", "C", "C", "C", "C", "H", "H", "H", "H", "H", "H", "H", "H", "H", "H", "H", "H", "H", "H", "F", "C", "C", "C", "C", "C", "F", "C", "C", "C", "C", "C", "C", "N", "H", "H", "H", "H", "H", "H", "F", "C", "F", "F", "C", "O", "O", "O", "S", "C", "C", "C", "C", "C", "C", "C", "C", "C", "C", "C", "C", "C", "C", "H", "H", "H", "H", "H", "H", "H", "H", "H", "H", "H", "H", "H", "H"], "coordinates": [[11.214, 13.659, 13.495], [10.010, 14.954, 15.466], [9.560, 16.527, 14.963], [9.174, 17.449, 16.000], [8.716, 18.703, 15.647], [8.588, 19.008, 14.250], [8.979, 18.083, 13.263], [9.455, 16.854, 13.605], [10.014, 15.510, 12.272], [8.507, 15.140, 11.107], [8.014, 16.136, 10.232], [6.880, 15.911, 9.483], [6.177, 14.697, 9.626], [6.643, 13.757, 10.542], [7.818, 13.955, 11.253], [11.234, 16.445, 11.088], [12.087, 17.427, 11.588], [13.141, 17.850, 10.820], [13.280, 17.351, 9.512], [12.452, 16.364, 9.052], [11.391, 15.894, 9.838], [9.308, 17.151, 17.053], [8.453, 19.378, 16.457], [8.162, 19.967, 13.938], [8.805, 18.376, 12.253], [8.530, 17.081, 10.213], [6.468, 16.671, 8.821], [5.251, 14.512, 9.111], [6.084, 12.812, 10.647], [8.197, 13.235, 11.935], [11.969, 17.769, 12.626], [13.844, 18.610, 11.144], [14.045, 17.760, 8.835], [12.565, 15.976, 8.030], [10.734, 15.076, 9.518], [15.877, 15.234, 15.939], [14.742, 14.502, 16.015], [13.768, 14.688, 15.065], [12.633, 13.915, 15.116], [12.409, 13.003, 16.156], [13.435, 12.845, 17.105], [13.367, 11.913, 18.061], [14.581, 13.610, 17.048], [11.129, 12.218, 16.116], [10.617, 11.560, 17.260], [9.392, 10.894, 17.115], [8.726, 10.851, 15.899], [9.300, 11.538, 14.841], [10.441, 12.197, 14.954], [14.005, 15.423, 14.274], [15.347, 13.426, 17.825], [11.094, 11.644, 18.217], [8.936, 10.416, 18.010], [7.747, 10.398, 15.838], [8.808, 11.629, 13.874], [15.392, 14.011, 10.877], [14.837, 12.924, 11.478], [15.650, 12.534, 12.485], [14.802, 11.967, 10.569], [13.417, 13.196, 12.011], [12.895, 12.248, 12.628], [12.898, 14.328, 11.879], [10.114, 11.833, 11.978], [10.939, 11.192, 10.865], [11.638, 9.693, 11.518], [10.714, 8.884, 12.372], [9.678, 8.102, 11.861], [8.927, 7.247, 12.645], [9.239, 7.131, 13.971], [10.305, 7.839, 14.511], [11.044, 8.715, 13.719], [9.708, 10.528, 9.676], [9.159, 11.620, 8.773], [9.832, 12.792, 8.465], [9.308, 13.690, 7.580], [8.041, 13.431, 7.012], [7.342, 12.296, 7.356], [7.905, 11.369, 8.222], [12.488, 10.080, 12.097], [12.042, 9.130, 10.658], [9.469, 8.131, 10.807], [8.130, 6.674, 12.182], [8.665, 6.475, 14.642], [10.627, 7.674, 15.544], [11.863, 9.316, 14.109], [8.929, 10.021, 10.221], [10.345, 9.873, 9.079], [10.799, 13.016, 8.899], [9.837, 14.587, 7.330], [7.608, 14.094, 6.269], [6.369, 12.103, 6.945], [7.327, 10.494, 8.496]], "mulliken_spin": [1.2199, 1.0091, -0.0955, 0.1278, -0.0595, 0.1685, -0.0662, 0.1911, 0.3539, 0.0025, 0.0022, 0.0032, 0.0013, -0.0008, 0.0294, 0.0244, 0.0015, -0.0014, 0.0126, -0.0029, 0.0116, -0.0025, -0.0005, 0.0045, 0.0124, 0.0044, 0.0000, 0.0001, -0.0002, -0.0060, -0.0044, -0.0002, 0.0004, -0.0004, 0.0077, 0.0028, 0.0125, -0.0701, 0.5696, -0.1118, 0.0225, 0.0036, 0.0065, 0.0185, -0.0004, -0.0057, 0.0106, -0.0150, 0.2505, 0.0108, -0.0002, 0.0009, -0.0002, 0.0020, -0.0092, 0.0008, 0.0146, 0.0012, 0.0005, -0.0291, 0.1495, 0.1643, 0.0360, 0.0163, -0.0040, -0.0020, -0.0003, -0.0002, 0.0000, 0.0001, 0.0020, 0.0014, -0.0001, 0.0007, 0.0002, 0.0006, -0.0006, 0.0009, 0.0010, 0.0007, 0.0000, 0.0000, 0.0000, 0.0000, -0.0001, -0.0021, 0.0007, 0.0001, 0.0001, 0.0001, -0.0001, 0.0002], "homo_energy_ev": [-9.90, -11.11], "total_charge": 1, "e_lumo_ev": [-2.31, -5.40], "e_tot_ha": -5666.1480, "homo_lumo_gap_ev": [7.59, 5.71], "spin_multiplicity": 5, "de_lowest_kcal_mol": 0.0}

[2]
{"formula": "C45H35F12N5O2STc", "method": "the ωB97M-V functional and the def2-TZVPD basis", "symbols": ["Tc", "C", "C", "N", "C", "S", "N", "N", "C", "C", "C", "C", "C", "C", "C", "N", "H", "H", "H", "H", "H", "H", "H", "H", "H", "H", "H", "H", "H", "C", "C", "C", "C", "C", "N", "C", "C", "C", "C", "C", "C", "C", "C", "O", "C", "F", "F", "F", "C", "F", "F", "F", "C", "C", "C", "O", "C", "F", "F", "F", "C", "F", "F", "F", "H", "H", "H", "H", "H", "H", "H", "H", "H", "H", "H", "H", "C", "C", "C", "C", "C", "C", "C", "C", "C", "C", "C", "C", "C", "C", "C", "H", "H", "H", "H", "H", "H", "H", "H", "H", "H"], "coordinates": [[0.873, -0.334, -0.300], [-0.675, -0.421, -6.493], [-0.115, 0.746, -5.698], [0.667, 0.316, -4.526], [0.507, 0.657, -3.271], [1.877, 0.478, -2.222], [-0.708, 1.217, -2.921], [-0.665, 2.189, -1.890], [-2.494, 0.757, -1.399], [-3.990, 0.558, -1.277], [-1.385, 1.262, 0.341], [-2.166, 1.502, 1.584], [-1.583, 2.025, 2.665], [-0.158, 2.284, 2.686], [0.586, 1.781, 1.699], [0.026, 1.127, 0.593], [-1.242, -0.039, -7.342], [-1.343, -1.031, -5.887], [0.124, -1.054, -6.885], [-0.902, 1.404, -5.349], [0.562, 1.333, -6.318], [1.536, -0.169, -4.714], [-4.226, -0.459, -1.600], [-4.553, 1.261, -1.885], [-4.296, 0.658, -0.242], [-3.216, 1.251, 1.571], [-2.174, 2.219, 3.553], [0.310, 2.789, 3.519], [1.667, 1.823, 1.699], [-4.727, 0.467, -5.564], [-3.720, 0.011, -4.550], [-3.631, -1.432, -4.267], [-2.678, -1.956, -3.492], [-1.671, -1.103, -2.858], [-0.612, -1.513, -2.287], [-0.167, -2.851, -2.447], [0.076, -3.278, -3.751], [0.605, -4.526, -4.024], [0.907, -5.398, -2.990], [1.462, -6.774, -3.248], [0.673, -4.967, -1.687], [0.159, -3.710, -1.380], [-0.089, -3.294, 0.076], [0.124, -1.954, 0.303], [-1.584, -3.569, 0.424], [-1.854, -4.877, 0.412], [-2.378, -2.987, -0.494], [-1.915, -3.076, 1.611], [0.846, -4.031, 1.092], [0.636, -5.347, 1.200], [0.706, -3.507, 2.307], [2.123, -3.849, 0.712], [-1.955, 0.402, -2.829], [-2.936, 0.852, -3.880], [-1.802, 2.070, -0.977], [-1.808, 0.048, -0.356], [-0.099, 3.438, -2.295], [0.352, 4.069, -1.221], [-0.934, 4.261, -2.947], [0.919, 3.218, -3.135], [-2.722, 3.293, -0.878], [-2.100, 4.385, -0.447], [-3.737, 3.058, -0.042], [-3.269, 3.557, -2.081], [-4.568, -0.036, -6.521], [-5.739, 0.213, -5.236], [-4.678, 1.543, -5.723], [-4.366, -2.085, -4.728], [-2.610, -3.022, -3.318], [-0.152, -2.599, -4.565], [0.781, -4.822, -5.053], [1.749, -6.896, -4.292], [2.339, -6.966, -2.628], [0.721, -7.541, -3.012], [0.904, -5.657, -0.890], [-3.009, 1.926, -4.028], [2.580, -0.167, 0.455], [3.752, -0.092, 0.901], [5.007, -0.013, 1.375], [5.555, 1.295, 1.768], [6.484, 1.399, 2.807], [6.953, 2.642, 3.200], [6.514, 3.789, 2.552], [5.592, 3.695, 1.516], [5.108, 2.457, 1.132], [5.812, -1.244, 1.489], [7.193, -1.220, 1.273], [7.926, -2.395, 1.330], [7.293, -3.597, 1.620], [5.921, -3.628, 1.840], [5.182, -2.461, 1.765], [6.814, 0.507, 3.325], [7.660, 2.716, 4.016], [6.890, 4.758, 2.855], [5.253, 4.589, 1.008], [4.392, 2.374, 0.323], [7.685, -0.286, 1.034], [8.992, -2.373, 1.149], [7.870, -4.512, 1.675], [5.427, -4.564, 2.073], [4.112, -2.476, 1.938]], "mulliken_charge": [-0.2213, -1.0494, -0.3810, 0.1740, 0.1539, -0.7487, 0.2957, 0.6714, 0.9055, -1.7420, 1.0577, -1.2078, -0.4002, -1.1919, -0.8231, 0.6325, 0.3815, 0.1816, 0.3788, 0.1611, 0.5488, 0.4282, 0.4228, 0.2652, 0.4403, 0.4211, 0.4998, 0.4842, 0.4799, -1.7913, 1.2818, -1.0839, -0.4892, 0.2261, 1.8254, -0.6500, -0.0227, -1.2891, 0.5910, -1.5660, -0.8488, -1.0345, 1.7234, -0.8818, 0.3170, -0.2966, -0.1459, -0.2386, 0.5496, -0.2469, -0.2614, -0.2025, 0.5069, -1.3935, 0.3905, 0.0260, 0.4274, -0.2293, -0.2884, -0.2604, 0.1507, -0.2664, -0.2415, -0.2269, 0.3610, 0.3609, 0.4455, 0.4372, 0.5832, 0.3834, 0.3706, 0.3867, 0.3667, 0.3241, 0.7146, 0.2918, 0.0801, -0.0392, 0.4927, 0.5222, -0.2014, -0.7823, -0.4166, -0.8052, -0.4008, 0.2917, -0.1399, -0.7575, -0.4593, -0.6207, -0.5672, 0.5441, 0.4108, 0.3922, 0.4220, 0.5423, 0.5314, 0.4116, 0.3928, 0.4251, 0.4262], "homo_energy_ev": -9.97, "total_charge": 1, "e_lumo_ev": -3.65, "e_tot_ha": -3837.1646, "homo_lumo_gap_ev": 6.32, "spin_multiplicity": 1}

[3]
{"formula": "C45H36Br2CoGeN2OP", "method": "the ωB97M-V functional and the def2-TZVPD basis", "symbols": ["Co", "C", "C", "C", "C", "C", "C", "Br", "C", "C", "Br", "C", "O", "C", "N", "H", "H", "H", "H", "H", "H", "C", "Ge", "C", "C", "C", "C", "C", "C", "C", "C", "C", "C", "C", "C", "C", "C", "C", "C", "H", "H", "H", "H", "H", "H", "H", "H", "H", "H", "H", "H", "H", "H", "H", "N", "P", "C", "C", "C", "C", "C", "C", "C", "C", "C", "C", "C", "C", "C", "C", "C", "C", "C", "C", "H", "H", "H", "H", "H", "H", "H", "H", "H", "H", "H", "H", "H", "H", "H"], "coordinates": [[0.696, -0.496, 0.577], [2.888, 0.345, -1.935], [3.549, 0.118, -0.616], [4.937, 0.258, -0.455], [5.529, -0.016, 0.749], [4.740, -0.451, 1.831], [5.224, -0.786, 3.117], [7.080, -0.710, 3.477], [4.365, -1.184, 4.106], [2.993, -1.283, 3.861], [1.836, -1.873, 5.228], [2.442, -0.989, 2.616], [1.177, -1.102, 2.327], [3.352, -0.553, 1.601], [2.783, -0.265, 0.397], [3.465, 1.021, -2.563], [1.878, 0.734, -1.797], [2.811, -0.611, -2.459], [5.536, 0.590, -1.291], [6.597, 0.098, 0.874], [4.745, -1.424, 5.089], [-1.081, -3.620, 0.824], [-0.562, -2.255, -0.519], [-2.209, -1.769, -1.515], [-2.392, -0.542, -2.144], [-3.489, -0.324, -2.964], [-4.431, -1.326, -3.141], [-4.276, -2.542, -2.490], [-3.173, -2.760, -1.678], [0.628, -3.165, -1.822], [1.114, -4.400, -1.457], [1.924, -5.155, -2.323], [2.277, -4.648, -3.542], [1.806, -3.383, -3.962], [2.129, -2.866, -5.238], [1.660, -1.648, -5.642], [0.863, -0.878, -4.774], [0.555, -1.345, -3.526], [0.987, -2.616, -3.087], [-1.523, -4.491, 0.342], [-1.810, -3.187, 1.509], [-0.224, -3.942, 1.414], [-1.682, 0.263, -1.986], [-3.607, 0.629, -3.467], [-5.293, -1.154, -3.773], [-5.011, -3.325, -2.621], [-3.054, -3.718, -1.188], [0.851, -4.818, -0.494], [2.263, -6.135, -2.015], [2.933, -5.205, -4.200], [2.743, -3.467, -5.898], [1.899, -1.269, -6.627], [0.499, 0.089, -5.096], [-0.031, -0.736, -2.851], [-0.304, 0.959, 0.298], [-1.218, 1.994, 1.112], [-2.933, 1.966, 0.545], [-3.502, 3.041, -0.133], [-4.836, 2.983, -0.506], [-5.594, 1.857, -0.216], [-5.010, 0.764, 0.409], [-3.679, 0.810, 0.781], [-0.551, 3.668, 0.973], [-1.254, 4.779, 1.436], [-0.673, 6.033, 1.353], [0.613, 6.175, 0.850], [1.328, 5.065, 0.427], [0.741, 3.809, 0.475], [-1.158, 1.636, 2.887], [0.093, 1.797, 3.487], [0.251, 1.520, 4.832], [-0.822, 1.033, 5.567], [-2.058, 0.853, 4.966], [-2.237, 1.168, 3.628], [-2.914, 3.917, -0.364], [-5.286, 3.818, -1.025], [-6.639, 1.821, -0.492], [-5.588, -0.129, 0.606], [-3.210, -0.046, 1.249], [-2.242, 4.660, 1.864], [-1.227, 6.902, 1.683], [1.063, 7.158, 0.797], [2.339, 5.175, 0.058], [1.270, 2.928, 0.132], [0.924, 2.167, 2.897], [1.207, 1.676, 5.311], [-0.690, 0.799, 6.615], [-2.894, 0.466, 5.535], [-3.216, 1.066, 3.180]], "mulliken_spin": [0.8508, -0.0399, 0.0157, -0.0010, 0.0052, 0.0009, 0.0026, 0.0003, -0.0037, 0.0019, 0.0005, 0.0200, -0.0278, -0.0222, 0.0381, 0.0005, 0.0061, 0.0047, -0.0003, 0.0004, 0.0000, -0.0207, -0.0674, -0.0294, -0.0039, 0.0006, -0.0013, -0.0003, -0.0254, -0.0501, -0.0077, 0.0041, -0.0168, 0.0059, -0.0027, 0.0024, -0.0093, 0.0088, 0.0102, -0.0031, -0.0010, 0.0010, 0.0059, 0.0000, 0.0001, -0.0005, -0.0004, -0.0014, -0.0002, -0.0003, -0.0001, 0.0001, -0.0001, -0.0045, 0.3363, -0.0177, 0.0258, 0.0000, -0.0003, 0.0030, -0.0041, -0.0086, -0.0026, 0.0018, 0.0003, 0.0001, -0.0002, 0.0161, 0.0035, 0.0057, -0.0029, 0.0014, 0.0014, 0.0025, 0.0004, 0.0002, 0.0001, 0.0000, -0.0008, -0.0001, 0.0000, 0.0000, 0.0001, -0.0105, 0.0033, 0.0000, 0.0001, 0.0002, 0.0003], "homo_energy_ev": [-10.23, -10.26], "total_charge": 1, "e_lumo_ev": [-4.64, -4.31], "e_tot_ha": -10870.0007, "homo_lumo_gap_ev": [5.59, 5.95], "spin_multiplicity": 2}